9
Properties=species:S:1:pos:R:3 method="wB97M-V/def2-TZVPD" total_charge=-1 e_above_lowest_ev=1.267 multiplicity=1 molar_mass_g_mol=122.031 total_energy_ev=-14484.7220 orbital_gap_ha="0.29518 / 0.29548"
C 1.18612 0.80846 -0.11373
C 0.48418 -0.56084 0.28351
N -1.66632 -0.01912 -0.03738
O 0.60268 1.75646 -0.49664
O 2.42322 0.54137 0.07501
O -1.97334 -0.44138 -1.11812
O -2.24915 0.30738 0.94765
F 0.55035 -1.38932 -0.78259
H 0.64227 -1.00302 1.24230

=====

14
Properties=species:S:1:pos:R:3 method="wB97M-V/def2-TZVPD" total_charge=0 e_above_lowest_ev=4.758 multiplicity=1 molar_mass_g_mol=88.106 total_energy_ev=-8368.5235 orbital_gap_ha="0.30157 / 0.30494"
C 1.67227 1.12814 1.06450
O 1.08817 0.34262 1.91687
C -0.17948 0.14041 2.11373
C -0.40804 -0.07582 -1.08201
O -0.87748 1.03447 -0.96284
C -0.98065 -1.13134 -1.98474
H 2.75081 1.12602 1.11150
H 0.51019 -0.35490 -0.51889
H 1.06713 1.77396 0.43669
H -0.40785 -0.53710 2.92199
H -0.90007 0.75973 1.59335
H -1.86246 -0.74273 -2.49791
H -1.24609 -2.01733 -1.39677
H -0.22647 -1.44613 -2.71547

=====

25
Properties=species:S:1:pos:R:3 method="wB97M-V/def2-TZVPD" total_charge=0 multiplicity=3 molar_mass_g_mol=659.852 total_energy_ev=-320300.2962 orbital_gap_ha="0.24139 / 0.25199" s_squared=2.03
Mo -0.87220 -0.68853 1.11836
Br 1.38619 -1.89219 -5.37090
C 0.33859 -1.74231 -3.81696
C -1.02687 -2.02082 -3.87925
Br -1.80961 -2.52653 -5.50845
C -1.81994 -1.91711 -2.73702
Br -3.67335 -2.24838 -2.77270
C -1.23054 -1.53929 -1.53739
O -1.82484 -1.40445 -0.36960
C 0.14734 -1.21090 -1.48089
O 0.50940 -0.79385 -0.28950
C 0.93249 -1.33011 -2.62292
Br 2.76188 -0.88431 -2.54333
S 0.05842 -1.32514 3.17295
C 0.34271 0.38364 2.84656
C 1.62990 0.91993 3.02420
C 1.86753 2.25598 2.80394
C 0.82747 3.10640 2.41402
C -0.44577 2.61157 2.25579
C -0.72555 1.25738 2.48669
S -2.38892 0.66601 2.24877
H 2.41302 0.26058 3.36988
H 2.86043 2.65052 2.95408
H 1.01467 4.15721 2.24991
H -1.27245 3.25467 1.98374

=====

51
Properties=species:S:1:pos:R:3 method="wB97M-V/def2-TZVPD" total_charge=0 e_above_lowest_ev=0.000 multiplicity=1 molar_mass_g_mol=417.347 total_energy_ev=-99303.1581 smiles="O=C(N[C@]12C[C@H]3C[C@H](C[C@H](C3)C1)C2)[C@H]1CC(=O)N(c2ccc(Br)cc2)C1" orbital_gap_ha=0.33849
O -0.65453 -2.26012 2.07373
C -1.03225 -1.74495 1.04239
N -0.77235 -0.47709 0.67895
C -0.00279 0.48815 1.46472
C 1.41898 -0.03148 1.69823
C 2.21397 1.00760 2.48704
C 2.27484 2.31431 1.69706
C 0.85611 2.83185 1.46468
C 0.17649 3.08215 2.81008
C 0.11859 1.77490 3.59949
C 1.53518 1.25286 3.83354
C -0.68242 0.73792 2.81433
C 0.05759 1.79481 0.67401
C -1.83167 -2.55101 0.00660
C -3.02870 -1.79754 -0.56493
C -2.48668 -1.10661 -1.80501
O -3.00856 -0.18334 -2.38369
N -1.30526 -1.71491 -2.13712
C -0.49929 -1.40882 -3.23851
C 0.42794 -2.34129 -3.70617
C 1.24352 -2.04443 -4.78126
C 1.13719 -0.81097 -5.39882
Br 2.26246 -0.40189 -6.88072
C 0.22200 0.12645 -4.95196
C -0.58956 -0.16980 -3.87501
C -0.97453 -2.81005 -1.24114
H -1.14412 -0.13039 -0.19073
H 1.36995 -0.97043 2.25007
H 1.89949 -0.22428 0.73521
H 3.22977 0.63245 2.65186
H 2.85298 3.05691 2.25068
H 2.77334 2.14897 0.73908
H 0.89520 3.76618 0.89372
H 0.73620 3.83208 3.37271
H -0.83322 3.46773 2.65171
H -0.37059 1.95138 4.56340
H 1.49676 0.32248 4.40301
H 2.10894 1.97993 4.41223
H -0.73383 -0.20067 3.36665
H -1.70246 1.09365 2.64855
H -0.95515 2.16484 0.49329
H 0.53418 1.61864 -0.29453
H -2.11293 -3.48576 0.49369
H -3.47010 -1.07761 0.12313
H -3.81736 -2.48519 -0.87918
H 0.51586 -3.31144 -3.24503
H 1.95575 -2.77241 -5.13766
H 0.14410 1.08604 -5.43888
H -1.30689 0.55838 -3.53669
H 0.09375 -2.80517 -1.01025
H -1.23589 -3.77302 -1.69654